One molecule with the formula C4H6F2 in a non-equilibrium geometry. Source: the OMol25 dataset; level of theory: the ωB97M-V functional and the def2-TZVPD basis.

Structure (ORCA input):
```
! wB97M-V def2-TZVPD RIJCOSX def2/J DEFGRID3
* xyz 0 1
C -1.22195 -0.51965 0.84382
C -0.39671 0.42011 0.04982
C 1.05257 0.34656 -0.06383
C 1.63676 -0.37778 -1.21166
H -1.01489 -0.47496 1.97515
H -1.14805 -1.58800 0.52264
H -2.13917 0.07455 0.45882
H 1.56614 0.80132 1.03385
H 2.67771 -0.08958 -1.31330
H 0.93152 -0.84821 -2.11683
F -1.08206 0.74801 -1.12557
F -0.86189 1.50763 0.94709
*
```

The value obtained for the LUMO energy is 0.333 eV. The HOMO-LUMO gap comes out at 10.329 eV. Its SMILES is C=CC(C)(F)F. The value obtained for the maximum force is 5.4 eV/Å.

Results of the Mulliken charge analysis, in e, for atoms 1 through 4:
1. C -0.9493
2. C 0.8557
3. C -0.2850
4. C -0.6716



One molecule with the formula C4H6F2O in a non-equilibrium geometry. Source: the OMol25 dataset; level of theory: the ωB97M-V functional and the def2-TZVPD basis.

Structure (ORCA input):
```
! wB97M-V def2-TZVPD RIJCOSX def2/J DEFGRID3
* xyz 0 1
C 1.14982 -0.08099 -1.66381
C 0.06707 -0.27292 -0.66952
C 0.23270 -0.40636 1.00872
C -0.31559 0.75248 0.42244
H 0.78393 0.25554 -2.61165
H 1.73915 -1.03090 -1.98067
H 1.84441 0.84191 -1.32872
H -0.74793 -0.96022 1.47823
H 2.16623 -0.80013 0.85936
H 0.33590 1.71513 0.22835
O 1.49750 -0.23765 1.63691
F -1.09301 -0.85424 -1.11404
F -1.67429 1.06832 0.63325
*
```

The value obtained for the LUMO energy is 0.450 eV. The HOMO-LUMO gap comes out at 9.962 eV. Its SMILES is C[C@@]1(F)[C@@H](O)[C@@H]1F. The value obtained for the maximum force is 5.9 eV/Å.

Results of the Mulliken charge analysis, in e, for atoms 1 through 4:
1. C -1.2620
2. C 0.5910
3. C -0.2011
4. C 0.1665



A 2-piece molecular cluster, C4H6F2O overall in a non-equilibrium geometry. Source: the OMol25 dataset; level of theory: the ωB97M-V functional and the def2-TZVPD basis.

Structure (ORCA input):
```
! wB97M-V def2-TZVPD RIJCOSX def2/J DEFGRID3
* xyz 0 1
C -2.39723 0.64575 -0.56858
C -2.01677 -0.28452 0.22289
C 2.25470 0.42966 0.26744
C 0.19684 -0.79198 0.18439
O 0.78165 0.38927 0.46298
F 0.41943 -1.82216 0.99894
F 0.34630 -1.18671 -1.09151
H -3.31589 1.08537 -0.71551
H -1.59149 1.27078 -1.09182
H -2.27021 -1.21813 0.66976
H 2.63590 1.28852 0.68013
H 2.35759 0.64228 -0.79680
H 2.59918 -0.44813 0.77768
*
```

The value obtained for the LUMO energy is 0.990 eV. The HOMO-LUMO gap comes out at 9.652 eV. The value obtained for the maximum force is 5.7 eV/Å.

Results of the Mulliken charge analysis, in e, for atoms 1 through 4:
1. C -0.4921
2. C -0.2826
3. C -0.7051
4. C 0.5767



One molecule with the formula C4H6F2O2 in a non-equilibrium geometry. Source: the OMol25 dataset; level of theory: the ωB97M-V functional and the def2-TZVPD basis.

Structure (ORCA input):
```
! wB97M-V def2-TZVPD RIJCOSX def2/J DEFGRID3
* xyz 0 1
C -1.78869 -0.47254 -0.28454
C 1.09210 0.86316 0.44184
C -0.47083 -0.91881 -0.68953
C 0.68361 0.25453 -0.85035
O -2.73691 -0.27614 -0.99123
O -0.50248 -1.57407 -1.97659
F 1.60627 -0.39038 -1.51309
F 0.11204 1.07200 -1.82228
H -1.88905 -0.42360 0.84561
H 1.79646 0.29900 1.00924
H 1.58370 1.86540 0.18735
H 0.16395 0.83871 1.07703
H 0.07633 -1.66437 -0.03384
H -1.07960 -1.13691 -2.56880
*
```

The value obtained for the LUMO energy is 0.555 eV. The HOMO-LUMO gap comes out at 10.805 eV. Its SMILES is CC(F)(F)[C@H](O)C=O. The value obtained for the maximum force is 4.4 eV/Å.

Results of the Mulliken charge analysis, in e, for atoms 1 through 4:
1. C -0.0227
2. C -1.0766
3. C -0.2195
4. C 0.9546



A 2-piece molecular cluster, C4H6F3N overall in a non-equilibrium geometry. Source: the OMol25 dataset; level of theory: the ωB97M-V functional and the def2-TZVPD basis.

Structure (ORCA input):
```
! wB97M-V def2-TZVPD RIJCOSX def2/J DEFGRID3
* xyz 0 1
C 2.20854 2.65810 -0.27905
C 2.30201 1.39354 0.08139
C -1.24544 -1.71341 0.65971
C -1.88658 0.50837 0.03340
N -1.13443 -0.27907 0.83682
F -1.79013 1.77459 0.46984
F -1.59062 0.58069 -1.34431
F -3.17020 0.13138 0.15379
H 1.76767 2.91734 -1.24422
H 2.51547 3.53007 0.36843
H -0.24777 0.06107 1.06988
H -0.58427 -2.16038 1.47963
H -2.27110 -1.97045 0.38846
H -0.60047 -2.15923 -0.25526
*
```

The value obtained for the LUMO energy is -0.761 eV. The HOMO-LUMO gap comes out at 9.238 eV. The value obtained for the maximum force is 4.1 eV/Å.

Results of the Mulliken charge analysis, in e, for atoms 1 through 4:
1. C -0.4561
2. C -0.0531
3. C -0.7923
4. C 0.7870



An isolated ion of composition C4H6F3N4 and charge +1 in a non-equilibrium geometry. Source: the OMol25 dataset; level of theory: the ωB97M-V functional and the def2-TZVPD basis.

Structure (ORCA input):
```
! wB97M-V def2-TZVPD RIJCOSX def2/J DEFGRID3
* xyz 1 1
C 1.03286 -0.75191 0.07426
C -0.22784 -1.21616 -0.15829
C -0.17849 1.08761 0.08086
C -2.43229 0.14588 0.03644
N -1.02947 0.03071 -0.13932
N 0.99372 0.60308 0.37752
N -0.82757 -2.41680 -0.41273
N -0.50986 2.33358 0.14776
F -2.84684 0.03720 1.30837
F -3.03484 -0.82552 -0.61517
F -2.91237 1.30149 -0.48354
H 1.96846 -1.27173 0.24957
H 1.75294 1.18044 0.41349
H -0.26123 -3.28190 -0.21607
H -1.45918 -2.64448 -1.19804
H -1.42662 2.61501 -0.12271
H 0.13884 3.02266 0.17138
*
```

The value obtained for the LUMO energy is -2.960 eV. The HOMO-LUMO gap comes out at 9.811 eV. Its SMILES is Nc1c[nH]c(=[NH2+])n1C(F)(F)F. The value obtained for the maximum force is 3.4 eV/Å.

Results of the Mulliken charge analysis, in e, for atoms 1 through 4:
1. C -0.5638
2. C 0.3574
3. C 0.4724
4. C 0.7750



A 2-piece molecular cluster, C4H6F3NO3 overall in a non-equilibrium geometry. Source: the OMol25 dataset; level of theory: the ωB97M-V functional and the def2-TZVPD basis.

Structure (ORCA input):
```
! wB97M-V def2-TZVPD RIJCOSX def2/J DEFGRID3
* xyz 0 1
C -1.65207 -1.03136 0.90821
C -0.15245 0.56180 -1.02326
C 0.54788 1.90126 -1.05243
C -0.35382 -0.24334 1.04104
N 0.79799 -1.02273 1.04771
O -2.76227 -0.58856 1.13574
O -1.39523 -2.27437 0.50120
O 0.45995 -0.51726 -1.62574
F 1.78306 1.88131 -0.49030
F 0.81073 2.19393 -2.34792
F -0.46830 0.82400 1.86739
H -1.27755 0.58795 -1.20178
H 0.09001 2.77983 -0.59717
H 0.85865 -1.32927 2.03809
H 1.77220 -0.69357 0.71314
H -0.44726 -2.40820 0.42062
H 1.38848 -0.62142 -1.33455
*
```

The value obtained for the LUMO energy is -0.014 eV. The HOMO-LUMO gap comes out at 9.262 eV. The value obtained for the maximum force is 5.1 eV/Å.

Results of the Mulliken charge analysis, in e, for atoms 1 through 4:
1. C 0.2728
2. C -0.4205
3. C 0.3399
4. C 0.9540



A 2-piece molecular cluster, C4H6FN overall in a non-equilibrium geometry. Source: the OMol25 dataset; level of theory: the ωB97M-V functional and the def2-TZVPD basis.

Structure (ORCA input):
```
! wB97M-V def2-TZVPD RIJCOSX def2/J DEFGRID3
* xyz 0 1
C -2.22922 0.06409 -0.43456
C -2.91338 0.12719 0.54424
C 2.36579 0.06233 -0.71260
C 1.17155 0.13406 -0.11477
N 0.62230 -0.52506 1.01063
F 0.44091 1.33917 -0.43023
H -1.74057 -0.16110 -1.29577
H 2.59346 0.61878 -1.60534
H -3.28098 0.49522 1.44295
H 2.98739 -0.81675 -0.69653
H 0.12303 -1.39619 0.82367
H -0.14028 0.05827 1.46832
*
```

The value obtained for the LUMO energy is 0.967 eV. The HOMO-LUMO gap comes out at 10.243 eV. Its SMILES is C=C(N)F.C#C. The value obtained for the maximum force is 2.3 eV/Å.

Results of the Mulliken charge analysis, in e, for atoms 1 through 4:
1. C -0.5853
2. C -0.2931
3. C -0.7902
4. C 0.4549



C4H6FN as an isolated structure in a non-equilibrium geometry. Source: the OMol25 dataset; level of theory: the ωB97M-V functional and the def2-TZVPD basis.

Structure (ORCA input):
```
! wB97M-V def2-TZVPD RIJCOSX def2/J DEFGRID3
* xyz 0 1
C 0.85446 -1.11821 0.62081
C 0.19951 -0.09550 -0.31861
C -0.46378 1.20822 0.16955
C -0.82515 -0.49968 -1.31346
H 2.26709 -1.38739 -0.01382
H -0.11354 -2.19032 0.77615
H 0.89383 -0.26708 1.68133
H 0.91382 0.31689 -0.93925
H -1.12357 1.77466 -0.62575
H -1.11261 0.94802 1.07906
N -1.93596 -0.88279 -1.72613
F 0.44591 2.19319 0.61013
*
```

The value obtained for the LUMO energy is -0.018 eV. The HOMO-LUMO gap comes out at 11.163 eV. The value obtained for the maximum force is 9.2 eV/Å.

Results of the Mulliken charge analysis, in e, for atoms 1 through 4:
1. C -0.6817
2. C 0.4687
3. C -0.6507
4. C -0.0065



One molecule with the formula C4H6FN3 in a non-equilibrium geometry. Source: the OMol25 dataset; level of theory: the ωB97M-V functional and the def2-TZVPD basis.

Structure (ORCA input):
```
! wB97M-V def2-TZVPD RIJCOSX def2/J DEFGRID3
* xyz 0 1
C -0.36122 0.33994 -0.09553
C 0.48627 -0.97900 0.05667
C 1.75358 -0.20678 -0.00483
C 1.51948 1.13016 0.16250
H -3.42788 -0.47382 -0.23639
H -1.86171 -1.43060 -0.35036
H 0.39059 -1.59671 -0.95506
H 0.37530 -1.53357 0.94842
H 2.27138 1.94103 0.11863
H -0.27734 2.19884 0.54127
N -2.45798 -0.68906 0.16312
N -1.66311 0.49247 -0.10102
N 0.22002 1.49375 -0.18741
F 3.03263 -0.68666 -0.06003
*
```

The value obtained for the LUMO energy is 0.792 eV. The HOMO-LUMO gap comes out at 8.655 eV. Its SMILES is N/N=C1\CC(F)=CN1. The value obtained for the maximum force is 9.6 eV/Å.

Results of the Mulliken charge analysis, in e, for atoms 1 through 4:
1. C 0.4224
2. C -0.4563
3. C 0.1323
4. C -0.4347



One molecule with the formula C4H6FN3 in a non-equilibrium geometry. Source: the OMol25 dataset; level of theory: the ωB97M-V functional and the def2-TZVPD basis.

Structure (ORCA input):
```
! wB97M-V def2-TZVPD RIJCOSX def2/J DEFGRID3
* xyz 0 1
C 0.93397 0.36907 1.38599
C -0.59039 0.30319 1.53130
C -1.12768 -0.05701 0.37740
C -0.14363 -0.27297 -0.68012
H 2.97437 0.66499 -0.20428
H 2.58416 -0.55471 -1.15027
H 1.38291 1.34990 1.62928
H 1.43958 -0.44936 1.96918
H -1.15475 0.59996 2.41901
H 0.45294 -0.70838 -2.45479
N 2.22710 0.35324 -0.79592
N 1.04638 0.13510 -0.06838
N -0.44197 -0.64754 -1.86815
F -2.43704 -0.20463 0.13685
*
```

The value obtained for the LUMO energy is 0.643 eV. The HOMO-LUMO gap comes out at 9.109 eV. Its SMILES is [H]/N=C1/C(F)=CCN1N. The value obtained for the maximum force is 2.2 eV/Å.

Results of the Mulliken charge analysis, in e, for atoms 1 through 4:
1. C -0.3721
2. C -0.5781
3. C 0.5080
4. C 0.3119



One molecule with the formula C4H6FN3 in a non-equilibrium geometry. Source: the OMol25 dataset; level of theory: the ωB97M-V functional and the def2-TZVPD basis.

Structure (ORCA input):
```
! wB97M-V def2-TZVPD RIJCOSX def2/J DEFGRID3
* xyz 0 1
C 1.37969 0.39579 1.41794
C 1.99300 0.26267 2.48490
C 0.02009 -1.02391 -0.57600
C -1.18099 1.08038 -1.08175
N 0.65243 0.87327 0.66272
N -0.21617 0.33084 -0.33199
N -0.84134 -1.75568 -1.32218
F 3.30058 -0.07048 2.30532
H 1.43240 0.58552 3.41499
H -1.21409 2.10548 -0.65631
H -1.03791 0.87961 -2.08244
H -2.20027 0.63194 -0.74461
H -1.52450 -1.54268 -2.06050
H -0.56293 -2.75275 -1.43009
*
```

The value obtained for the LUMO energy is 0.760 eV. The HOMO-LUMO gap comes out at 9.127 eV. The value obtained for the maximum force is 10.2 eV/Å.

Results of the Mulliken charge analysis, in e, for atoms 1 through 4:
1. C 0.3966
2. C -0.4059
3. C -0.5538
4. C -0.8919



Computed ΔE to the lowest compared entry with this formula, charge and spin (kcal/mol) in order:
71.5 87.3 101.4 27.8 79.8 10.1 69.4 69.5 126.4 79.1 39.4 132.5
Computed HOMO energy (Eh) in order:
-0.3673 -0.3495 -0.3183 -0.3767 -0.3674 -0.4693 -0.3409 -0.3409 -0.4109 -0.2890 -0.3111 -0.3075